Entry 1:
Molecular formula: C5H14N5
Method: DFT, wB97M-V/def2-TZVPD

ORCA input file:
```
! RIJCOSX wB97M-V def2-TZVPD def2/J DEFGRID3
* xyz 1 1
C -0.96008 1.40801 -1.84842
C -1.41983 0.52014 -0.70399
C 0.13820 -0.09785 -0.23789
C 2.37541 0.33430 -1.32666
C -3.38137 0.99607 0.92566
N 0.33624 1.38257 -1.95272
N 0.87958 0.46474 -1.10607
N 2.56795 -2.20105 1.54421
N 0.38582 -1.03420 0.60763
N -2.00417 1.09403 0.42575
H -1.56819 1.97458 -2.40458
H -2.15066 -0.24830 -0.94515
H 2.83929 -0.30315 -0.65414
H 2.56362 -0.04399 -2.35500
H 2.80721 1.37066 -1.43880
H -4.04534 1.55592 0.36266
H -3.62903 -0.08898 0.92468
H -3.27122 1.22053 2.03138
H 3.32635 -2.22316 0.95869
H 2.57033 -1.92621 2.43606
H -0.32733 -1.29051 1.32259
H 1.31926 -1.50343 0.87656
H 2.18419 -3.17395 1.64445
H -1.53623 1.81324 0.91309
*
```

Summary:
lowest unoccupied orbital energy: -3.15 eV
energy above the lowest of the compared OMol25 structures with the same formula, charge and spin: 36.0 kcal per mole
HOMO energy: -12.388 eV
E_tot: -12853.8685 eV
Kohn-Sham gap: 9.2 eV

natural (NBO) population analysis, charges in e, atoms 1 to 8: 0.080 -0.093 0.531 -0.426 -0.397 -0.196 -0.224 -1.044

***

Entry 2:
Molecular formula: C14H22FN4O2S
Method: DFT, wB97M-V/def2-TZVPD

ORCA input file:
```
! RIJCOSX wB97M-V def2-TZVPD def2/J DEFGRID3
* xyz 1 1
C -2.72940 -2.22864 5.28705
C -1.84798 -1.19947 5.13247
C -0.84524 -1.06061 4.02765
C 0.39032 -1.94280 4.20148
N 1.42108 -1.35322 3.32215
C 1.03012 -1.34522 1.90928
C -0.40689 -0.86709 1.65100
S -0.58346 0.92949 1.44212
O -1.95779 1.23925 1.53808
O 0.26626 1.62413 2.31252
F -0.05167 1.17304 0.00856
N -1.37180 -1.38354 2.65021
H -3.55616 -2.36918 4.58181
H -2.68233 -2.90497 6.13865
H -1.86515 -0.39822 5.87458
H -0.47768 -0.02984 4.05303
H 0.21113 -2.98137 3.86056
H 0.77805 -1.91698 5.21734
H 2.28255 -1.87984 3.41519
H 1.13939 -2.32861 1.42301
H 1.70653 -0.66007 1.38774
H -0.70597 -1.28873 0.68383
H -2.33996 -1.08491 2.49141
H -1.32590 -2.40767 2.57430
N 1.92119 4.75822 -3.14941
C 1.00448 4.56642 -2.15292
C 0.83198 3.21653 -1.99832
C 1.68180 2.57182 -2.93576
C 2.34295 3.54988 -3.62975
H 2.23747 5.65268 -3.47889
H 0.55664 5.40229 -1.64327
H 0.17443 2.74749 -1.29812
H 1.79524 1.50932 -3.08155
H 3.07158 3.49047 -4.42001
N -0.20478 -0.06862 -4.21582
C 0.39294 -0.33756 -5.41479
C 0.17227 -1.65732 -5.70983
C -0.59425 -2.20581 -4.64848
C -0.81300 -1.20022 -3.74382
H -0.19928 0.82358 -3.75242
H 0.92287 0.43031 -5.95236
H 0.52020 -2.17192 -6.58970
H -0.94558 -3.22069 -4.56069
H -1.34720 -1.19180 -2.80812
*
```

Summary:
lowest unoccupied orbital energy: -4.15 eV
HOMO energy: -10.132 eV
E_tot: -38471.7503 eV
Kohn-Sham gap: 6.0 eV

natural (NBO) population analysis, charges in e, atoms 1 to 8: -0.363 -0.226 -0.124 -0.237 -0.601 -0.262 -0.328 2.417

***

Entry 3:
Molecular formula: C29H42BrCl2NORuS3Si2Te
Method: DFT, wB97M-V/def2-TZVPD

ORCA input file:
```
! RIJCOSX wB97M-V def2-TZVPD def2/J DEFGRID3
* xyz 1 2
Ru -0.83739 -0.39727 -0.05707
C -3.35577 3.68653 0.51093
C -2.09093 3.93560 -0.30130
S -1.01953 2.50681 -0.69645
C 0.43085 2.79579 0.33155
C 0.21535 2.48244 1.79859
S -0.38947 0.78349 2.10657
C -1.81839 1.14180 3.17009
C -3.04837 1.65594 2.43550
S -3.13907 3.46674 2.29781
H -3.93891 2.85785 0.10927
H -3.98443 4.57448 0.42067
H -1.46604 4.67696 0.19782
H -2.37235 4.35128 -1.26933
H 0.80301 3.81577 0.22051
H 1.18877 2.13516 -0.09508
H -0.53822 3.14329 2.22329
H 1.13941 2.61371 2.36490
H -1.46218 1.83856 3.93022
H -2.02244 0.20772 3.69545
H -3.95166 1.29404 2.92918
H -3.03756 1.27122 1.41930
Cl 0.45388 -4.02518 -3.21591
C -0.59760 -4.12353 -1.85566
C -1.24635 -5.33514 -1.56436
C -2.10604 -5.43088 -0.50942
Cl -2.90203 -6.92953 -0.18710
C -2.36807 -4.31222 0.32218
C -3.27731 -4.29871 1.39871
C -3.47310 -3.14162 2.09444
C -2.77015 -1.98493 1.73257
N -1.88606 -1.96169 0.76068
C -1.69006 -3.11436 0.02610
C -0.80067 -3.00803 -1.07757
O -0.20629 -1.84071 -1.30026
H -1.06201 -6.19308 -2.19542
H -3.82091 -5.19876 1.64895
H -4.17617 -3.09054 2.91274
H -2.94759 -1.05559 2.25451
C 3.45899 2.17608 -2.14414
Si 2.67645 0.64233 -2.88597
C 3.61209 0.16373 -4.43082
C 0.87891 0.95077 -3.29072
C 2.78839 -0.83824 -1.71935
Te 1.97874 -0.77210 0.25142
C 3.27931 0.71539 1.07213
Si 4.10640 0.18478 2.69313
C 5.01238 1.67678 3.36234
C 2.79920 -0.37100 3.91514
C 5.28077 -1.21342 2.29991
H 3.37508 2.99285 -2.86494
H 4.52168 2.03430 -1.93782
H 2.98110 2.50535 -1.21955
H 3.53579 0.93594 -5.19804
H 3.23155 -0.76673 -4.85616
H 4.67182 0.02165 -4.20885
H 0.73266 1.90502 -3.79965
H 0.25769 0.97931 -2.39016
H 0.47899 0.16247 -3.92895
H 3.82294 -1.15405 -1.56801
H 2.26410 -1.68512 -2.16713
H 2.74017 1.65696 1.17627
H 4.03977 0.87310 0.30522
H 4.31547 2.49499 3.55887
H 5.76804 2.04036 2.66437
H 5.51534 1.44272 4.30212
H 2.19192 0.46869 4.26071
H 3.27559 -0.81431 4.79178
H 2.12717 -1.12414 3.49719
H 6.08996 -0.88060 1.64731
H 4.75863 -2.03280 1.79976
H 5.73188 -1.62076 3.20596
Br -6.25440 -0.21162 -4.08158
C -4.74574 -0.27234 -2.94413
C -3.50588 -0.59643 -3.45731
C -2.40192 -0.65805 -2.61599
C -2.50791 -0.37861 -1.25279
C -3.77938 -0.07001 -0.76651
C -4.88933 -0.00140 -1.59663
H -3.39366 -0.81072 -4.51136
H -1.44772 -0.92105 -3.04686
H -3.94027 0.12878 0.28368
H -5.86089 0.24774 -1.19151
*
```

Summary:
lowest unoccupied orbital energy (spin up / spin down): -3.24 / -3.77 eV
energy above the lowest of the compared OMol25 structures with the same formula, charge and spin: 21.4 kcal per mole
HOMO energy (spin up / spin down): -10.450 / -10.386 eV
E_tot: -187512.2023 eV
Kohn-Sham gap (spin up / spin down): 7.2 / 6.6 eV

Mulliken population analysis, charges in e, atoms 1 to 8: 0.692 -0.459 -0.912 0.150 0.075 -0.981 0.321 -1.306

***

Entry 4:
Molecular formula: C4H5F3O2
Method: DFT, wB97M-V/def2-TZVPD

ORCA input file:
```
! RIJCOSX wB97M-V def2-TZVPD def2/J DEFGRID3
* xyz 0 1
C 1.89945 -1.26398 0.33980
C 1.13521 0.08631 0.42338
O -0.15088 -0.16249 -0.00685
C -0.93145 0.90019 -0.21406
O -0.46058 2.11172 -0.13693
C -2.30629 0.51388 -0.62165
F -2.93958 -0.20330 0.35417
F -3.11721 1.71647 -0.67060
F -2.36810 -0.06343 -1.77222
H 1.79720 -1.66957 -0.70281
H 1.59933 -2.13218 1.09023
H 2.96976 -1.04667 0.69903
H 1.60281 0.76830 -0.24213
H 1.27034 0.44475 1.46063
*
```

Summary:
lowest unoccupied orbital energy: 0.30 eV
SMILES: CCOC(=O)C(F)(F)F
energy above the lowest of the compared OMol25 structures with the same formula, charge and spin: 29.4 kcal per mole
HOMO energy: -11.416 eV
E_tot: -16475.5901 eV
Kohn-Sham gap: 11.7 eV

natural (NBO) population analysis, charges in e, atoms 1 to 8: -0.631 -0.086 -0.461 0.664 -0.536 0.907 -0.305 -0.341

***

Entry 5:
Molecular formula: C4H9O5S
Method: DFT, wB97M-V/def2-TZVPD

ORCA input file:
```
! RIJCOSX wB97M-V def2-TZVPD def2/J DEFGRID3
* xyz -1 1
C -0.06239 -1.77319 0.35066
C -2.11210 0.67718 -0.51928
C 0.46195 -0.74358 -0.54759
C -0.66042 1.00670 0.04561
O 2.20447 1.24093 -0.61568
O 1.84363 0.03609 1.58333
O 3.18338 -0.94747 -0.15462
O -0.06589 2.01443 -0.57281
O -0.58571 0.99455 1.36010
S 2.02913 -0.08001 0.09090
H -0.35486 -2.79474 -0.13167
H -0.91915 -1.32060 0.86918
H 0.84430 -1.96530 0.99328
H -1.97666 0.08380 -1.52268
H -2.72297 0.06871 0.20634
H -2.57226 1.57067 -0.81548
H 0.02979 -0.62961 -1.58962
H 1.02199 1.77288 -0.61188
H 0.41377 0.78855 1.58191
*
```

Summary:
lowest unoccupied orbital energy: 3.75 eV
energy above the lowest of the compared OMol25 structures with the same formula, charge and spin: 25.9 kcal per mole
HOMO energy: -4.071 eV
E_tot: -25366.5177 eV
Kohn-Sham gap: 7.8 eV

natural (NBO) population analysis, charges in e, atoms 1 to 8: -0.673 -0.674 -0.661 0.699 -0.973 -1.003 -0.996 -0.792

***

Entry 6:
Molecular formula: C20H24ClNOP2Tl
Method: DFT, wB97M-V/def2-TZVPD

ORCA input file:
```
! RIJCOSX wB97M-V def2-TZVPD def2/J DEFGRID3
* xyz 1 1
C -1.66853 2.89476 -3.65139
C -1.28863 1.74404 -2.98029
C 0.09660 1.44978 -2.91072
C 1.08296 2.40597 -3.27434
C 0.67598 3.56386 -3.94826
C -0.68972 3.77834 -4.15298
C 2.51970 2.11105 -2.94294
C 2.78460 0.62964 -2.96809
C 1.72831 -0.25395 -2.61445
C 1.93876 -1.64601 -2.43379
C 3.15655 -2.15993 -2.82974
C 4.16996 -1.30955 -3.32550
C 4.00513 0.07827 -3.38313
H -2.74166 3.07310 -3.79359
H 1.43675 4.24608 -4.36290
H -1.03771 4.66063 -4.71126
H 3.18226 2.63825 -3.62829
H 3.30122 -3.24979 -2.78466
H 5.11217 -1.76612 -3.66529
H 4.78619 0.73475 -3.79860
N 0.46018 0.22724 -2.43531
Tl 0.20982 0.29418 0.16590
C -2.30720 0.76847 -2.42032
H -2.08677 -0.25261 -2.77842
H -3.32979 1.04643 -2.72990
C 0.78670 -2.54061 -1.99896
H -0.09074 -2.32335 -2.63719
H 1.06599 -3.60394 -2.10002
P -2.29778 0.68362 -0.56329
P 0.18637 -2.28021 -0.25475
C 1.41832 -3.09481 0.81486
H 1.07449 -3.01580 1.85914
H 1.55295 -4.15549 0.54904
H 2.38362 -2.57318 0.72834
C -1.33553 -3.28440 -0.13680
H -1.11238 -4.36097 -0.21102
H -1.80607 -3.08232 0.83622
H -2.05054 -3.00162 -0.92498
C -2.73693 2.39060 -0.07143
H -3.62549 2.74529 -0.62893
H -2.93702 2.39130 1.01513
H -1.86641 3.04027 -0.25957
C -3.73681 -0.34612 -0.09218
H -3.68512 -0.48816 1.00104
H -4.68285 0.16460 -0.35076
H -3.68480 -1.33352 -0.58244
C -0.47766 -0.25648 2.15514
O -0.63724 -0.27938 3.28445
H 2.67652 2.45116 -1.87917
Cl 1.14349 2.63730 0.30510
*
```

Summary:
lowest unoccupied orbital energy (spin up / spin down): -4.73 / -4.04 eV
energy above the lowest of the compared OMol25 structures with the same formula, charge and spin: 0.0 kcal per mole
HOMO energy (spin up / spin down): -9.460 / -10.341 eV
E_tot: -60454.2199 eV
Kohn-Sham gap (spin up / spin down): 4.7 / 6.3 eV

Mulliken population analysis, charges in e, atoms 1 to 8: -0.913 0.477 0.575 0.441 -1.143 -0.624 -0.647 0.047

***

> Which of these has the lowest E_tot?

C29H42BrCl2NORuS3Si2Te

***

> Which of these has the lowest E_tot?

C29H42BrCl2NORuS3Si2Te

***

> Which of these has the highest E_tot?

C5H14N5

***

Copy entry 6 word for word.
Molecular formula: C20H24ClNOP2Tl
Method: DFT, wB97M-V/def2-TZVPD

ORCA input file:
```
! RIJCOSX wB97M-V def2-TZVPD def2/J DEFGRID3
* xyz 1 1
C -1.66853 2.89476 -3.65139
C -1.28863 1.74404 -2.98029
C 0.09660 1.44978 -2.91072
C 1.08296 2.40597 -3.27434
C 0.67598 3.56386 -3.94826
C -0.68972 3.77834 -4.15298
C 2.51970 2.11105 -2.94294
C 2.78460 0.62964 -2.96809
C 1.72831 -0.25395 -2.61445
C 1.93876 -1.64601 -2.43379
C 3.15655 -2.15993 -2.82974
C 4.16996 -1.30955 -3.32550
C 4.00513 0.07827 -3.38313
H -2.74166 3.07310 -3.79359
H 1.43675 4.24608 -4.36290
H -1.03771 4.66063 -4.71126
H 3.18226 2.63825 -3.62829
H 3.30122 -3.24979 -2.78466
H 5.11217 -1.76612 -3.66529
H 4.78619 0.73475 -3.79860
N 0.46018 0.22724 -2.43531
Tl 0.20982 0.29418 0.16590
C -2.30720 0.76847 -2.42032
H -2.08677 -0.25261 -2.77842
H -3.32979 1.04643 -2.72990
C 0.78670 -2.54061 -1.99896
H -0.09074 -2.32335 -2.63719
H 1.06599 -3.60394 -2.10002
P -2.29778 0.68362 -0.56329
P 0.18637 -2.28021 -0.25475
C 1.41832 -3.09481 0.81486
H 1.07449 -3.01580 1.85914
H 1.55295 -4.15549 0.54904
H 2.38362 -2.57318 0.72834
C -1.33553 -3.28440 -0.13680
H -1.11238 -4.36097 -0.21102
H -1.80607 -3.08232 0.83622
H -2.05054 -3.00162 -0.92498
C -2.73693 2.39060 -0.07143
H -3.62549 2.74529 -0.62893
H -2.93702 2.39130 1.01513
H -1.86641 3.04027 -0.25957
C -3.73681 -0.34612 -0.09218
H -3.68512 -0.48816 1.00104
H -4.68285 0.16460 -0.35076
H -3.68480 -1.33352 -0.58244
C -0.47766 -0.25648 2.15514
O -0.63724 -0.27938 3.28445
H 2.67652 2.45116 -1.87917
Cl 1.14349 2.63730 0.30510
*
```

Summary:
lowest unoccupied orbital energy (spin up / spin down): -4.73 / -4.04 eV
energy above the lowest of the compared OMol25 structures with the same formula, charge and spin: 0.0 kcal per mole
HOMO energy (spin up / spin down): -9.460 / -10.341 eV
E_tot: -60454.2199 eV
Kohn-Sham gap (spin up / spin down): 4.7 / 6.3 eV

Mulliken population analysis, charges in e, atoms 1 to 8: -0.913 0.477 0.575 0.441 -1.143 -0.624 -0.647 0.047